No. 1
DFT (ωB97M-V/def2-TZVPD) results for C26H23CeN6OS as an isolated structure.

**HOMO-LUMO gap (spin up / spin down)**: 6.63 / 6.65 eV
**Relative energy (zero: lowest compared OMol25 entry of this formula, charge and spin)**: 0.0000 eV
**Net charge**: +2
**E_LUMO (spin up / spin down)**: -6.369 / -6.353 eV
**Multiplicity**: 2
**HOMO energy (spin up / spin down)**: -13.0 / -13.0 eV

Last column: Mulliken charge in e.
CARTESIAN COORDINATES (ANGSTROEM)
Ce 7.53192 14.83059 9.78534  0.977
C 6.91390 19.34580 8.87187  -0.771
C 8.18918 19.90085 8.92551  -0.596
C 9.23356 19.13744 9.41988  -0.819
C 8.96648 17.81769 9.90501  0.820
N 7.72329 17.27933 9.75868  0.064
C 6.68334 18.06683 9.33145  -0.181
C 10.03191 17.01840 10.43231  0.840
C 11.28343 17.58221 10.83721  -0.804
C 12.29909 16.75047 11.38398  -0.558
C 12.02575 15.36406 11.35551  -0.749
C 10.78805 14.87480 10.95597  -0.067
N 9.78048 15.66952 10.58595  0.011
H 6.00494 19.87798 8.55394  0.396
H 8.30922 20.94301 8.70396  0.461
H 10.25765 19.47655 9.52428  0.358
H 5.72398 17.59896 9.21131  0.579
H 11.42359 18.67149 10.80546  0.306
H 13.25424 17.14050 11.75269  0.446
H 12.76709 14.67574 11.77886  0.383
H 10.56616 13.81703 11.02855  0.510
O 8.02638 12.96570 10.74941  -0.442
C 7.60752 12.09176 11.69719  0.443
C 8.09284 10.77308 11.67805  -0.416
C 7.47915 9.82260 12.46217  -0.439
C 6.50500 10.16084 13.42768  -0.871
C 6.17026 11.48984 13.58169  -0.978
C 6.76368 12.50640 12.80131  0.423
C 6.37265 13.90301 12.97692  0.432
N 6.33128 14.87479 12.01113  0.071
C 5.87604 16.00310 12.69770  -0.227
C 5.62601 15.70253 14.02362  -0.770
N 5.90589 14.35242 14.17091  -0.005
H 8.88562 10.54768 10.97788  0.495
H 7.75336 8.75642 12.38268  0.396
H 6.08984 9.40830 14.10293  0.420
H 5.37675 11.75634 14.26876  0.328
H 5.69279 16.87976 12.09996  0.434
H 5.14746 16.30376 14.81381  0.388
H 5.63655 13.69641 14.91090  0.244
N 6.09863 14.33968 7.42245  -0.319
C 7.32644 13.71700 7.17540  0.289
S 8.80212 14.56593 7.12939  -0.279
N 7.33508 12.38404 7.21487  0.044
C 6.19071 11.47348 6.96518  -0.319
C 5.78194 10.67428 8.02295  -0.232
C 4.49500 10.12604 8.01044  -0.580
C 3.66390 10.36897 6.93447  -0.559
C 4.18178 10.95343 5.79251  -0.321
C 5.42558 11.54777 5.79034  -0.363
H 6.01585 15.25536 6.97640  0.278
H 5.32493 13.67906 7.25779  0.221
H 8.27577 11.99555 7.21880  0.303
H 6.47749 10.51971 8.83521  0.520
H 4.10903 9.52330 8.81319  0.421
H 2.64577 10.08033 6.98600  0.481
H 3.64912 10.96394 4.86764  0.427
H 5.69065 12.17886 4.98074  0.457

---

No. 2
DFT (ωB97M-V/def2-TZVPD) results for a 2-piece molecular cluster, C6H14N3 overall.

**HOMO-LUMO gap (spin up / spin down)**: 8.50 / 7.46 eV
**Relative energy (zero: lowest compared OMol25 entry of this formula, charge and spin)**: 3.4864 eV
**Net charge**: +1
**E_LUMO (spin up / spin down)**: -3.169 / -7.014 eV
**Multiplicity**: 3
**HOMO energy (spin up / spin down)**: -11.7 / -14.5 eV

Last column: Mulliken charge in e.
CARTESIAN COORDINATES (ANGSTROEM)
C 2.80001 -0.80576 0.00207  -0.129
C 1.55982 1.09640 -0.02530  -0.463
C -1.13071 -1.36931 -0.46459  -0.864
C -0.87515 -0.37313 1.62335  -1.531
C -1.31171 1.11676 -0.37979  -1.260
C -0.49121 -0.13247 0.06179  0.701
N 1.62631 -1.25605 -0.15919  -0.607
N 2.91944 0.54426 0.08000  -0.174
N 0.83163 -0.10685 -0.31326  0.798
H 3.53460 -1.59647 0.05467  0.438
H 1.43581 1.72300 0.93498  0.322
H 1.63099 1.65762 -0.96106  0.357
H -0.56623 -2.31231 -0.04434  0.379
H -2.23324 -1.50032 -0.70573  0.375
H -0.85338 -1.10839 -1.57555  -0.328
H 0.02082 -0.80493 2.03802  0.420
H -1.58321 -1.12023 1.78871  0.392
H -1.27608 0.59227 1.95135  0.408
H -1.52994 0.92311 -1.36397  0.401
H -2.22255 1.36603 0.18063  0.369
H -0.75260 2.13550 -0.30974  0.385
H 3.48447 1.15891 0.65739  0.325
H -0.35938 -0.61697 -2.41941  0.287

---

No. 3
DFT (ωB97M-V/def2-TZVPD) results for C12H4ClIIrNO2S4 as an isolated structure.

**HOMO-LUMO gap (spin up / spin down)**: 6.25 / 5.45 eV
**Net charge**: +1
**E_LUMO (spin up / spin down)**: -4.428 / -6.246 eV
**Multiplicity**: 6
**HOMO energy (spin up / spin down)**: -10.7 / -11.7 eV

Last column: Mulliken charge in e.
CARTESIAN COORDINATES (ANGSTROEM)
Ir -1.20959 -0.11229 0.55972  1.153
O -7.79808 0.56335 1.38960  -0.413
C -6.64326 0.42306 1.24673  0.547
S -5.85960 -0.99267 0.46086  -0.084
C -4.26126 -0.45770 0.62066  0.286
C -4.07990 0.80231 1.28561  0.325
S -2.60503 1.51833 1.66127  -0.388
S -5.44370 1.58656 1.87727  -0.085
S -3.08791 -1.50215 -0.02326  -0.370
Cl 5.56354 -0.13736 -1.15275  -0.163
C 4.07347 -0.44703 -0.37427  0.494
C 4.10269 -1.06505 0.86143  -0.578
C 2.94038 -1.24734 1.57445  -0.447
I 2.96723 -2.12702 3.41299  0.254
C 1.68508 -0.80629 1.04802  0.917
O 0.61309 -0.93256 1.65995  -0.867
C 1.66439 -0.12933 -0.24711  0.383
N 0.46660 0.34322 -0.68780  -0.688
C 0.39281 0.92100 -1.88147  -0.096
C 1.49658 1.04881 -2.70845  -0.724
C 2.73858 0.60822 -2.26542  -0.612
C 2.83586 0.03288 -0.98634  0.381
H 5.05127 -1.37081 1.27737  0.435
H -0.59559 1.31230 -2.12279  0.437
H 1.34782 1.52784 -3.65724  0.429
H 3.64451 0.63975 -2.82901  0.474

---

No. 4
DFT (ωB97M-V/def2-TZVPD) results for a 3-piece molecular cluster, C19H53BN7O6P2 overall.

**HOMO-LUMO gap**: 6.17 eV
**Relative energy (zero: lowest compared OMol25 entry of this formula, charge and spin)**: 1.2041 eV
**Net charge**: +1
**E_LUMO**: -3.125 eV
**Multiplicity**: 1
**HOMO energy**: -9.3 eV

Last column: Mulliken charge in e.
CARTESIAN COORDINATES (ANGSTROEM)
O 3.52865 4.32197 -1.56269  -0.349
O 3.25525 5.32158 -0.57584  -0.283
C 1.87771 5.36562 -0.27622  -1.108
C 1.26208 6.72494 -0.67914  0.859
C 0.28275 6.58084 -1.84766  -1.482
C -1.08723 5.96173 -1.46682  -0.346
C -1.45865 6.18558 -0.01321  0.366
C -2.94923 6.22160 0.24405  -1.296
B -3.68150 4.86090 -0.13332  0.404
O -5.04156 4.79215 -0.17536  -0.485
O -2.95482 3.73513 -0.39162  -0.377
N -0.87467 7.54047 0.35037  -0.008
C 0.60967 7.45886 0.50481  -1.173
H 3.21576 4.71301 -2.39136  0.332
H 1.35143 4.57024 -0.79867  0.653
H 1.77071 5.19563 0.79557  0.329
H 2.08615 7.35225 -1.00624  0.590
H 0.09333 7.57470 -2.25571  0.340
H 0.70817 5.99194 -2.65170  0.417
H -1.04627 4.90188 -1.69021  0.151
H -1.83822 6.38978 -2.12824  0.398
H -0.95604 5.45977 0.61936  0.101
H -3.41335 7.07913 -0.24451  0.368
H -3.10798 6.37244 1.31777  0.431
H -5.44935 5.44834 0.39966  0.307
H -3.38676 3.00027 0.06849  0.241
H -1.16191 8.22990 -0.34289  0.447
H -1.26686 7.81178 1.25024  0.432
H 0.78496 6.93745 1.44002  0.418
H 1.01620 8.45666 0.62356  0.316
O -3.54817 -0.64968 0.21918  -0.819
P -2.99471 -1.29499 -1.00294  0.399
N -2.81714 0.00732 -2.12012  0.501
C -3.75622 0.44523 -3.13136  -1.099
C -1.93235 1.05082 -1.63926  -1.537
N -4.22874 -2.43150 -1.38170  0.256
C -5.02678 -2.42100 -2.59500  -1.121
C -5.06679 -2.80394 -0.24117  -1.034
N -1.71372 -2.27410 -1.62844  0.255
C -0.56266 -2.44822 -0.73022  -0.987
C -1.28586 -2.14636 -3.00260  -0.846
H -3.20690 0.90388 -3.96005  0.392
H -4.48424 1.17867 -2.75534  0.310
H -4.30443 -0.38246 -3.56448  0.352
H -0.89032 0.87469 -1.94357  0.201
H -1.95163 1.11714 -0.54700  0.420
H -2.23030 2.02307 -2.02572  0.517
H -5.63144 -1.51210 -2.70057  0.407
H -5.71534 -3.26602 -2.57794  0.377
H -4.41727 -2.55847 -3.49143  0.247
H -5.87283 -2.08391 -0.05448  0.298
H -4.47847 -2.88738 0.66758  0.340
H -5.50781 -3.78269 -0.43566  0.388
H 0.07474 -1.55275 -0.69232  0.291
H 0.04982 -3.29317 -1.04362  0.363
H -0.90197 -2.65848 0.28574  0.309
H -0.62944 -1.28238 -3.17579  0.261
H -2.12361 -2.07601 -3.69319  0.184
H -0.73292 -3.05355 -3.25494  0.386
O 1.59016 -4.70232 1.26495  -0.643
P 2.80703 -5.01791 2.05544  0.180
N 3.48599 -3.48777 2.45567  0.383
C 4.50896 -2.75880 1.73622  -1.075
C 2.59848 -2.63966 3.23812  -1.222
N 3.71229 -5.95085 0.92147  0.241
C 5.00952 -5.58418 0.38248  -1.099
C 2.89834 -6.56264 -0.12841  -1.045
N 3.40806 -5.87633 3.43637  0.135
C 2.38334 -6.33167 4.38417  -0.924
C 4.59077 -5.41816 4.13037  -0.839
H 5.07029 -2.13638 2.44019  0.402
H 4.10016 -2.10545 0.95200  0.302
H 5.23753 -3.41795 1.28073  0.324
H 2.74309 -2.79188 4.31580  0.243
H 1.54653 -2.83444 3.01190  0.360
H 2.78357 -1.58764 3.02403  0.438
H 4.98537 -4.64943 -0.19090  0.393
H 5.35102 -6.36832 -0.29402  0.371
H 5.77506 -5.51414 1.15890  0.255
H 2.68731 -5.87424 -0.95659  0.307
H 1.94760 -6.91071 0.26377  0.313
H 3.42797 -7.43218 -0.52116  0.409
H 1.98906 -5.51422 5.00366  0.305
H 2.78996 -7.09734 5.04594  0.333
H 1.54314 -6.77607 3.84651  0.313
H 4.39914 -4.57402 4.80582  0.253
H 5.38512 -5.12800 3.44644  0.194
H 4.96424 -6.25548 4.72407  0.392